C56H148N12O16 | ωB97M-V/def2-TZVPD

Last column: Mulliken charge in e.
CARTESIAN COORDINATES (ANGSTROEM)
N 0.6697 6.7140 0.0459  -0.61
H 7.4600 -2.0584 2.1374  0.27
C 1.1724 0.9098 -0.9486  0.54
H -6.6980 -3.1867 1.3797  0.17
H 3.1422 3.3336 4.8055  0.49
H 4.3214 -0.0033 2.2016  -0.15
H 6.1381 -1.4645 0.2976  0.28
H 3.1113 4.1046 -4.7286  0.16
O 4.2432 0.2405 0.1171  -0.05
H 1.6296 -3.6506 -5.5122  0.40
H -5.3269 -6.9786 3.3650  0.34
H 0.5456 2.6543 -8.4670  0.18
H 2.4585 7.5646 -0.3847  0.31
H -3.6101 -2.6808 2.6367  -0.14
C 1.1814 2.1994 -1.8174  -0.49
H -0.9213 1.0609 -1.0178  -0.33
H 0.0714 -2.4243 9.3581  0.32
C 0.9694 8.4094 -1.7688  -0.81
H -0.3332 1.4319 -3.7999  0.10
C -0.2239 -8.9293 3.8610  -0.73
H 0.8373 0.0497 -4.0480  0.12
O 0.5492 4.2902 -9.4037  -0.41
C -2.9132 -2.7849 5.8731  -1.04
C 3.7923 -2.4737 -7.1361  -0.90
O -5.8287 2.4519 -2.6698  -0.31
H -2.9128 3.0064 -0.1314  0.29
C -8.4382 -3.2830 -1.8654  -1.50
H -2.6473 0.2304 -2.1983  0.39
H 2.4774 10.5591 -3.9007  0.26
H 1.7596 10.9928 -2.3424  0.32
H 6.1753 1.5853 4.9293  0.44
H -2.2319 -1.3291 -0.5900  0.65
H 6.9558 3.2363 3.0315  0.36
H 2.5359 -0.8917 -6.8823  0.13
H 1.8950 2.9657 -1.5144  -0.18
H -1.3912 -7.0495 2.3793  0.28
H -2.0889 -2.3459 11.5056  0.30
H 3.7224 -3.4997 -7.4975  0.37
C 2.9263 3.7758 -6.8040  -0.44
H -4.8012 3.8895 -1.4507  0.44
H -2.6273 -8.3055 2.9237  0.55
C 1.2000 -4.6200 2.3870  -0.43
H -0.3783 -1.1107 10.4236  0.51
N -0.1843 0.3705 -1.0010  0.97
H -2.9817 -6.5302 4.8630  0.27
C 0.1665 -4.6795 -1.0726  0.47
H 0.2981 7.4150 0.6709  0.26
H 3.2215 3.5002 -9.9353  0.27
C 5.6672 2.4929 4.6035  -0.56
H -4.3885 -3.3747 -1.2983  0.20
H -1.2973 -3.8809 0.1252  0.12
C -7.3365 -2.4132 -2.4043  0.94
H -8.5966 -1.8642 -3.9538  0.30
H -0.1457 -8.8493 2.7767  0.31
H 1.2295 6.0624 0.5772  0.07
H -0.1002 -5.7360 -1.0970  0.30
H -3.8146 -3.9347 -2.9389  0.49
H 5.0387 2.7501 5.4561  0.39
H 0.8058 -3.2270 -2.5859  0.12
H 1.8531 2.0499 8.4734  0.45
H -9.1663 -2.7262 -1.2755  0.42
H 2.6414 2.2052 1.9758  0.32
O 1.1302 3.3966 2.7709  -0.59
H 7.5746 -0.5962 1.5447  0.27
N 4.4920 2.1258 3.8282  0.26
H 4.1048 1.2854 4.2330  0.31
H 1.9871 3.2238 -6.7676  0.13
O 7.7160 3.8246 4.8490  -0.36
C 2.7409 3.1726 -9.0134  -0.65
H -0.8839 -0.1021 6.6285  0.57
H -4.1847 0.0435 -1.5921  0.36
C 1.6637 -2.5611 -5.5074  -1.13
H 2.2043 -4.1963 2.3967  0.14
O -2.5271 -2.1200 7.0769  -0.32
O -5.7683 -4.3043 -2.5754  -0.44
H -4.3712 -7.3083 1.9468  0.57
H -3.0914 -1.9785 5.1617  0.15
H 0.2918 2.3488 5.4552  -0.03
H -0.7069 3.7003 2.1404  0.54
H 0.5477 4.0509 -4.1553  0.01
H 6.1580 4.5026 3.6545  0.47
H -8.1891 -4.1772 1.7119  0.32
C 0.1349 -0.0820 6.2414  -1.48
H 1.6169 -4.7108 -2.8694  0.52
C 1.2594 3.0382 -9.1959  -0.31
H 0.7907 1.4244 -5.0188  0.06
O 4.5748 -2.4132 -5.9753  -0.37
H 4.6077 -2.2239 2.8968  0.36
H 2.3277 4.9231 -8.2990  0.36
C 5.7497 -1.2728 1.2978  0.90
H 0.7307 10.3806 -3.6364  0.31
N 0.2985 2.4017 6.4637  -0.72
H -5.2300 2.2350 -0.7143  0.36
H -1.5128 1.2873 4.7581  0.54
H 0.1996 2.6381 -1.6399  0.39
H 0.5704 -1.7945 -7.7297  0.26
H -2.5685 0.0201 0.5318  0.33
H 7.9226 5.8227 4.6769  0.31
H 3.7135 3.0305 -6.6906  0.34
N 1.3545 -2.4069 -7.9034  -0.80
N -2.6198 2.1956 -0.6576  -0.26
H 0.4908 -3.8141 2.5756  0.17
H -7.5590 -3.1254 2.9068  0.31
H -1.9146 -5.5356 3.8943  0.06
H 0.6458 0.7450 8.7031  0.25
C -4.7541 -6.5005 2.5703  -0.92
H -2.0240 -3.2807 5.4837  0.42
H 1.0800 5.7831 -2.3820  0.16
H -4.1592 -1.8661 1.0963  0.54
O -1.0898 -7.9025 4.2341  -0.38
H 4.2583 -1.9460 -7.9682  0.38
H 1.8077 1.0109 5.9840  -0.67
N 6.9745 -1.1730 2.1167  -0.79
C 2.3682 -1.9686 -6.8636  0.55
C 4.8089 1.1806 -0.8042  -0.85
H -6.7539 -3.4874 -4.2419  0.40
H 0.1512 -1.4314 -0.0372  -0.77
C 0.7866 4.8008 -10.7376  -0.69
H 0.6383 -2.1921 -5.4877  0.43
C -6.9866 3.2317 -2.5015  -0.85
H 0.6889 5.8864 -10.7450  0.26
H -1.4910 -3.5709 10.6276  0.30
H 5.5279 -0.6256 -6.3806  0.34
H -5.2617 -5.0280 1.0684  -0.12
H -0.9994 0.3644 3.3186  -1.02
H 0.8556 3.2100 6.7013  0.35
H -0.0880 -4.5685 -3.2052  0.43
C 1.5594 7.2450 -0.9116  0.43
O 1.5981 1.9182 -3.1889  -0.17
C -3.3900 -2.4578 1.5927  -0.73
C 0.6828 -4.3050 -2.4809  -1.62
H 0.7837 9.1311 -0.9733  0.40
C 3.4030 3.0817 3.7775  -1.17
C -4.4666 -4.1240 -2.0861  -0.78
H 0.4594 3.1142 0.9655  0.08
C 4.9793 0.0927 1.3378  -0.24
C 6.5767 3.5579 4.0015  -0.56
H -9.0327 -3.7229 -2.6661  0.37
O 1.9947 8.9730 -2.6246  -0.31
H -2.7880 -1.2971 9.4934  0.37
C 2.9545 4.7562 -5.5882  -0.39
H 2.3183 5.2661 -1.1927  0.12
C -2.7050 -6.2840 3.8379  -0.77
H -7.4212 -0.8806 -3.7068  0.25
H -4.0198 -5.0557 -1.7392  0.34
N -1.0123 -3.8142 -0.8415  -0.30
C 1.4962 1.0853 8.1122  -1.45
H 2.7340 6.3627 -2.5640  0.48
C -4.8914 2.8105 -1.5758  -0.86
H -6.8729 4.2160 -2.9559  0.33
H 1.8928 0.1813 -1.3206  0.48
C 4.9704 -2.4183 1.8875  -1.46
H 1.0059 2.4518 -10.0790  0.44
H 5.8898 1.0448 -0.8410  0.52
H -3.0549 1.4494 -0.1342  -0.18
O -6.4693 -4.8098 2.7779  -0.41
H -4.0079 0.6341 -3.2503  0.61
H 4.5058 0.9693 -1.8296  0.10
H -1.6430 -3.7319 8.1580  0.30
C -6.3527 -3.1752 -3.2776  -0.86
H -0.7037 -0.9677 8.6699  -0.36
O 1.7614 5.4569 -5.2808  -0.29
H -0.2442 5.4915 -5.0108  0.31
H -8.0172 -4.0447 -1.2091  0.27
C -5.7534 -5.5830 1.8673  -0.12
H 3.3399 2.3181 -8.6987  0.40
C 0.6992 1.1284 -3.9737  -0.29
H 5.6489 -3.2574 2.0414  0.42
N -2.2539 -2.9115 10.6853  -0.79
C 1.9756 6.0775 -1.8348  -1.03
H -0.3252 1.9624 2.1896  -0.39
H -6.3822 -6.2960 1.3339  0.47
C 1.2260 -4.5063 0.0753  -0.21
C 5.0443 -1.1676 -5.5679  -0.50
H 1.7980 4.4780 -10.9844  0.30
H -7.8121 2.8859 -3.1235  0.29
H 4.1012 -2.8478 1.3893  0.06
H 2.3451 0.4407 8.3403  0.34
H -0.5106 -9.9407 4.1493  0.29
H 1.6934 -2.1303 -8.8138  0.29
H -4.3600 -5.0068 3.7280  0.16
C -3.6207 0.7195 -2.2350  -1.57
H 0.1394 4.4303 -11.5325  0.29
H 3.8058 5.4005 -5.8081  0.34
H 2.2689 -4.7939 -0.0583  0.54
H -5.6438 -2.5122 -3.7735  0.33
H 0.7473 -8.9002 4.3550  0.25
H 0.6576 -0.9888 6.5455  0.36
C 0.9747 1.1263 6.6775  2.08
H -3.3319 -3.2719 0.8703  0.22
N -8.1200 -1.3994 -3.1943  -0.77
H -3.8012 -3.3963 6.0335  0.57
C 1.7128 10.2881 -3.1726  -0.79
C -3.4459 2.2398 -1.8209  0.19
H -6.7753 -1.8105 -1.6902  0.04
O 0.1047 -0.0412 4.8557  0.04
C -2.4518 -3.0012 8.1565  -0.76
C 8.5009 4.9061 4.5601  -0.72
C 2.1808 2.4295 2.9380  0.07
H -3.4541 -3.4051 8.2993  0.33
H 2.2456 -2.1222 -4.6970  0.22
H -0.9104 -2.8218 -0.9992  -0.21
H -1.8000 -0.5722 4.3955  -0.71
C -1.9650 -7.4843 3.1978  -0.44
H 9.3772 4.8945 5.2082  0.26
H -0.0409 8.2021 -2.1216  0.41
C -1.1714 0.3183 4.3940  1.15
O -2.1450 -1.7337 1.4193  -0.14
H 4.1623 -0.5441 -5.4219  0.03
N 3.1064 4.2925 -8.1721  -0.40
H 1.3898 -3.4541 0.3078  -0.15
C 0.0698 2.9545 1.9708  0.14
H 5.8223 -1.0696 -4.8108  0.32
H 1.3911 1.2453 0.0652  -0.89
H 5.6399 0.9334 1.5498  0.21
H -7.4396 3.1511 -1.5134  0.34
H 4.5793 2.2192 -0.5658  0.25
H 8.8962 4.7039 3.5646  0.31
N -3.8058 -5.5668 3.0960  0.24
C -0.6748 -1.6468 9.5221  -0.76
H 3.7028 4.0112 3.2936  0.47
O 0.8631 -5.2548 1.1556  -0.33
H 0.1950 4.1105 -5.7558  0.26
C -1.9218 -0.8339 0.3302  -0.20
C 0.5721 4.7700 -4.9741  -0.49
C -2.1231 -2.1570 9.4117  0.30
H 1.1396 -5.3566 3.1882  0.31
H -0.0138 -0.0941 1.0366  -0.07
C -7.2474 -3.7909 2.1017  -0.67
H -2.9675 2.6492 -2.7107  0.40
C -0.4349 -0.5276 0.1295  0.16
H 1.8245 1.4746 3.3244  0.09

Calculated values
Total charge: +1
2S+1: 2
F_max in hartree/bohr: 0.0864
LUMO level (alpha / beta) in hartree: -0.09646 / -0.27579
HOMO-LUMO gap (alpha / beta) in eV: 7.48 / 2.60